# 1
13
Properties=species:S:1:pos:R:3:forces:R:3 method="wB97M-V/def2-TZVPD" e_homo_ha=-0.3448 homo_lumo_gap_ha=0.376 e_above_lowest_kcal_mol=84.7 fmax_ev_per_a=2.63 total_charge=0
C -0.4526 0.1913 0.3915 0.898 -1.788 -1.416
C 0.9113 -0.4193 0.6545 0.265 0.095 -0.402
C 2.0918 -0.1812 -0.3147 -2.258 -0.145 -1.314
C -1.7418 0.1638 -0.5062 1.417 -1.966 0.779
N 0.2087 0.8442 1.2163 0.290 -0.007 0.379
O -2.8792 0.2637 0.2625 -1.564 -1.739 -1.199
H 1.2383 -1.2779 1.3041 -1.564 0.976 0.022
H 2.8323 0.4450 0.1507 0.189 0.737 -0.238
H 1.5971 0.1631 -1.2871 1.333 0.291 1.182
H 2.5977 -1.1041 -0.6001 -0.177 -0.228 0.290
H -1.8228 -0.9366 -0.9086 0.514 2.353 0.172
H -1.6859 0.9462 -1.2871 0.196 -0.527 0.176
H -2.8948 0.9017 0.9244 0.462 1.949 1.568



# 2
118
Properties=species:S:1:pos:R:3:forces:R:3 method="wB97M-V/def2-TZVPD" e_homo_ha=-0.3948 homo_lumo_gap_ha=0.254 e_above_lowest_kcal_mol=0.0 fmax_ev_per_a=0.48 total_charge=+1
Sn 0.5051 0.0220 0.2306 0.052 -0.092 0.360
C 1.9439 -6.0041 2.0383 0.039 0.001 0.001
C 2.3751 -4.5603 1.9469 0.041 0.075 0.009
C 3.7876 -4.3457 2.4661 0.001 0.002 -0.014
O 2.3013 -4.0930 0.5849 -0.063 -0.069 -0.029
C 1.6349 -2.8514 0.5123 0.008 -0.019 -0.023
C 1.4720 -2.4993 2.0362 -0.077 -0.129 0.084
O 1.4398 -3.7650 2.6482 -0.066 -0.022 0.015
C 0.4631 -1.5361 2.7152 0.022 -0.048 -0.097
O 0.6792 -0.2283 2.1446 0.194 0.148 -0.090
C -1.0084 -1.9114 2.6485 -0.068 -0.021 0.016
C -1.4569 -3.2102 2.8803 0.026 0.039 -0.055
C -2.8151 -3.4835 2.9317 -0.019 -0.036 -0.054
C -3.7505 -2.4776 2.7386 0.001 -0.002 -0.008
C -3.3141 -1.1804 2.5185 0.008 -0.025 -0.012
C -1.9539 -0.9021 2.4907 -0.009 0.080 0.041
C 0.9249 -1.3793 4.1727 0.020 0.067 0.011
C 0.1508 -1.7583 5.2593 -0.057 -0.053 0.022
C 0.6205 -1.5861 6.5564 0.024 -0.020 0.009
C 1.8667 -1.0289 6.7837 -0.010 0.005 -0.020
C 2.6401 -0.6262 5.7021 -0.001 -0.027 0.028
C 2.1713 -0.7991 4.4121 0.002 0.051 -0.018
C 0.4988 -2.8765 -0.5571 0.041 -0.063 0.219
O -0.2022 -1.6350 -0.4417 0.007 0.361 -0.304
C 1.0920 -2.9028 -1.9815 0.088 0.019 -0.046
C 0.4176 -3.5472 -3.0160 -0.089 0.005 -0.020
C 0.8796 -3.4871 -4.3228 0.009 0.009 -0.024
C 2.0262 -2.7727 -4.6321 -0.019 0.010 0.008
C 2.6996 -2.1093 -3.6182 -0.016 -0.020 -0.009
C 2.2360 -2.1739 -2.3123 0.077 -0.036 0.051
C -0.5359 -3.9841 -0.4093 0.040 -0.054 0.156
C -1.8886 -3.6910 -0.3000 0.000 0.039 0.025
C -2.8350 -4.7078 -0.2796 0.011 0.017 0.032
C -2.4408 -6.0325 -0.3570 0.015 -0.016 0.012
C -1.0892 -6.3339 -0.4676 -0.025 -0.020 -0.022
C -0.1476 -5.3194 -0.5087 0.042 -0.009 0.007
H 2.5446 -6.6119 1.3621 0.004 0.000 0.004
H 0.8939 -6.1018 1.7761 -0.024 0.005 -0.010
H 2.0944 -6.3637 3.0559 0.000 0.000 -0.004
H 4.4826 -4.9591 1.8938 0.000 0.005 -0.001
H 3.8431 -4.6285 3.5166 -0.001 -0.011 -0.001
H 4.0933 -3.3047 2.3641 0.017 -0.005 0.004
H 2.3517 -2.1136 0.1348 -0.006 0.034 -0.012
H 2.4326 -2.0250 2.2695 0.016 0.013 -0.054
H -0.7451 -4.0066 3.0329 0.021 -0.014 -0.006
H -3.1426 -4.4994 3.1104 -0.003 -0.001 0.004
H -4.8089 -2.7002 2.7757 0.001 -0.001 0.003
H -4.0305 -0.3769 2.3997 -0.005 0.003 -0.003
H -1.6246 0.1277 2.4159 -0.015 -0.038 -0.021
H -0.8281 -2.1935 5.1132 0.018 0.005 -0.015
H 0.0024 -1.8944 7.3894 0.001 0.001 0.006
H 2.2330 -0.9024 7.7939 -0.003 0.009 0.002
H 3.6106 -0.1752 5.8643 -0.001 0.002 0.003
H 2.7737 -0.4491 3.5830 -0.006 -0.010 -0.006
H -0.4886 -4.1015 -2.8127 0.042 -0.003 0.014
H 0.3356 -4.0070 -5.1008 0.004 -0.001 -0.006
H 2.3917 -2.7351 -5.6499 0.002 0.000 -0.003
H 3.5986 -1.5462 -3.8355 -0.001 -0.005 0.002
H 2.8072 -1.6435 -1.5631 -0.027 -0.028 -0.035
H -2.2101 -2.6619 -0.2257 -0.004 -0.001 0.003
H -3.8842 -4.4564 -0.1917 -0.009 0.004 -0.007
H -3.1771 -6.8255 -0.3408 0.000 -0.001 0.001
H -0.7666 -7.3645 -0.5448 -0.004 -0.001 0.005
H 0.8966 -5.5638 -0.6399 -0.001 0.012 -0.019
F 3.7588 3.5149 0.7086 -0.002 0.106 -0.030
C 3.1298 2.3568 0.8478 -0.068 -0.008 -0.094
F 1.8237 2.6217 1.1047 -0.125 0.016 0.051
F 3.6034 1.7217 1.9061 0.113 0.000 0.044
C 3.2055 1.4662 -0.4224 0.143 -0.152 0.188
O 2.3992 0.3728 -0.2452 -0.357 -0.032 -0.316
C 2.8005 2.2628 -1.6933 0.059 -0.060 0.115
F 1.6777 2.9712 -1.4486 -0.041 0.046 0.041
F 2.5135 1.4311 -2.6891 -0.028 -0.055 -0.103
F 3.7323 3.1137 -2.0903 0.071 0.054 -0.057
C 4.6519 0.8972 -0.6057 -0.074 0.021 0.065
F 4.7276 0.2402 -1.7640 0.016 0.010 -0.061
F 4.9349 0.0432 0.3709 -0.001 -0.055 0.009
F 5.5656 1.8642 -0.6031 0.023 0.037 0.040
C -3.8539 5.0703 -0.5335 -0.019 -0.018 0.019
C -3.4236 5.3946 0.8998 0.002 -0.014 -0.011
C -2.5123 4.3597 1.5607 0.025 0.026 -0.015
C -1.0726 4.3081 1.0627 -0.084 0.125 -0.047
N -0.9335 4.1258 -0.3898 0.359 -0.048 0.026
C -1.0785 2.9870 -1.0731 -0.147 0.036 -0.018
Se -1.5974 1.3403 -0.3136 -0.088 -0.053 0.070
N -0.9064 3.2088 -2.3796 0.200 -0.003 0.022
C -0.9742 2.2020 -3.4503 -0.028 0.044 -0.041
C -2.3962 1.7399 -3.7678 0.003 0.029 0.001
C -3.4100 2.8637 -3.9760 0.040 0.008 -0.022
C -3.2011 3.6473 -5.2671 -0.020 -0.015 0.003
C -0.5429 4.5399 -2.5469 -0.153 0.024 -0.023
C -0.2093 5.2763 -3.6824 0.010 -0.016 0.031
C 0.0823 6.6083 -3.4912 0.005 0.014 0.006
C 0.0378 7.2004 -2.2170 0.017 0.001 -0.015
C -0.2871 6.4745 -1.0931 0.021 -0.029 0.005
C -0.5625 5.1216 -1.2828 -0.169 0.039 -0.029
H -4.7653 5.6088 -0.7905 0.008 0.019 -0.008
H -4.0687 4.0033 -0.6456 -0.021 0.003 0.015
H -3.1043 5.3477 -1.2753 -0.007 -0.023 -0.001
H -4.3210 5.4668 1.5159 0.017 0.016 0.027
H -2.9528 6.3818 0.9403 -0.015 0.010 -0.016
H -2.9703 3.3699 1.4904 0.031 -0.018 -0.038
H -2.4296 4.5836 2.6270 -0.053 -0.038 0.015
H -0.5172 3.5148 1.5558 0.019 -0.073 0.025
H -0.5685 5.2472 1.2851 0.036 -0.024 0.023
H -0.3455 1.3609 -3.1563 -0.009 -0.030 -0.027
H -0.5111 2.6653 -4.3188 0.017 -0.001 0.001
H -2.7381 1.0647 -2.9825 0.009 0.025 0.014
H -2.3234 1.1407 -4.6791 -0.015 -0.046 0.020
H -3.3926 3.5450 -3.1189 -0.018 -0.009 0.002
H -4.4069 2.4204 -3.9826 -0.001 -0.006 -0.009
H -2.2449 4.1713 -5.2818 0.019 0.001 -0.003
H -3.9788 4.3985 -5.4001 0.000 0.002 0.005
H -3.2295 2.9824 -6.1320 -0.002 0.002 -0.004
H -0.1747 4.8334 -4.6666 0.010 -0.004 -0.008
H 0.3499 7.2176 -4.3433 0.002 -0.001 -0.001
H 0.2673 8.2523 -2.1189 -0.002 0.002 -0.001
H -0.3243 6.9386 -0.1180 0.007 -0.003 0.004



# 3
54
Properties=species:S:1:pos:R:3:forces:R:3 method="wB97M-V/def2-TZVPD" e_homo_ha="-0.3252 / -0.3965" homo_lumo_gap_ha="0.237 / 0.195" e_above_lowest_kcal_mol=31.4 fmax_ev_per_a=2.84 total_charge=+1 spin_multiplicity=6
Ir 0.4470 -0.8960 0.4458 -0.823 -1.086 0.630
N -1.8965 -4.3400 1.8511 -0.209 -0.310 0.127
C -1.0519 -3.4989 1.2131 0.624 1.116 -0.347
S -0.1171 -2.4007 2.2424 0.566 0.861 -0.886
N -0.9565 -3.4505 -0.0711 -1.161 -2.124 -0.076
N -0.1704 -2.5502 -0.6122 0.662 2.307 1.509
C 0.1848 -2.5183 -1.8971 0.276 -0.333 -1.054
C 1.1890 -1.6221 -2.2714 0.170 -0.081 -0.251
C 1.7273 -1.5665 -3.5802 -0.137 -0.032 0.211
C 2.7816 -0.7413 -3.8540 -0.001 0.099 0.215
C 3.3168 0.0491 -2.8204 -0.113 -0.120 -0.093
C 2.7367 -0.0109 -1.5733 0.281 0.279 0.093
N 1.6969 -0.7936 -1.2875 -0.362 -0.301 0.098
H -1.7336 -4.4617 2.8376 -0.111 -0.070 -0.045
H -2.2256 -5.1496 1.3470 0.064 0.038 -0.010
H -0.2581 -3.2142 -2.5964 -0.087 0.028 -0.062
H 1.2982 -2.2021 -4.3376 -0.039 -0.076 -0.104
H 3.2041 -0.7040 -4.8461 0.034 -0.001 -0.074
H 4.1617 0.6943 -2.9917 0.072 0.070 0.038
H 3.1219 0.5935 -0.7626 -0.050 -0.005 0.101
C -0.8628 2.3580 2.0018 -0.277 -0.358 0.576
N -0.3474 2.6186 0.6846 -0.161 -0.042 -0.144
C -0.9362 3.7702 0.0495 -0.214 0.422 -0.276
C 1.0957 2.5409 0.5236 0.532 -0.309 -0.065
C 1.7995 1.6689 1.5367 0.410 0.306 0.073
C 2.6677 2.3265 2.4082 -0.235 0.110 -0.159
C 3.3585 1.6566 3.3977 0.126 -0.043 0.167
C 3.1876 0.2933 3.5350 -0.037 0.028 -0.139
C 2.3418 -0.3781 2.6643 0.268 -0.139 0.474
C 1.6387 0.2827 1.6631 -0.403 -0.427 -0.625
H -0.4590 3.0778 2.7237 0.021 0.030 -0.022
H -0.5854 1.3542 2.3237 -0.109 0.154 0.019
H -1.9472 2.4432 1.9977 -0.002 -0.022 -0.080
H -0.6901 4.6880 0.5934 0.071 0.009 0.074
H -2.0197 3.6642 0.0280 0.026 -0.012 -0.025
H -0.5686 3.8576 -0.9706 0.010 0.033 -0.018
H 1.5168 3.5510 0.5989 -0.103 -0.025 -0.037
H 1.2961 2.1912 -0.4970 0.004 0.102 -0.012
H 2.7927 3.3956 2.3050 0.025 0.109 0.030
H 4.0178 2.1972 4.0593 0.061 0.058 0.047
H 3.7029 -0.2545 4.3077 0.086 -0.049 0.090
H 2.2399 -1.4466 2.8045 0.000 0.045 -0.126
O -1.8944 -0.6282 0.8630 0.429 -0.086 0.813
N -2.6448 -0.6434 -0.1878 -0.427 0.327 -1.099
C -3.7380 -1.4251 -0.2352 -0.244 -0.247 0.136
C -4.5747 -1.4124 -1.3252 0.090 0.181 -0.192
C -4.2980 -0.5752 -2.4049 0.056 -0.097 0.247
C -3.1667 0.2084 -2.3593 -0.082 -0.160 0.129
C -2.3241 0.1513 -1.2509 -0.033 0.099 -0.004
S -0.8476 1.0104 -1.1562 0.456 -0.262 0.175
H -3.9098 -2.0365 0.6376 0.122 0.026 0.064
H -5.4414 -2.0509 -1.3310 -0.093 -0.079 0.079
H -4.9561 -0.5382 -3.2566 -0.079 -0.019 -0.111
H -2.9006 0.8669 -3.1689 0.054 0.077 -0.077



# 4
16
Properties=species:S:1:pos:R:3:forces:R:3 method="wB97M-V/def2-TZVPD" e_homo_ha="-0.5949 / -0.7494" homo_lumo_gap_ha="0.284 / 0.278" e_above_lowest_kcal_mol=0.0 fmax_ev_per_a=4.81 total_charge=+2 spin_multiplicity=6
O 0.0918 -3.0880 0.1497 -0.114 -0.168 -0.298
C -0.3787 -2.1677 -0.5691 1.678 4.495 -0.267
O -1.3451 -2.3670 -1.3501 -0.527 -0.949 0.076
O 0.1500 -0.9464 -0.5402 0.592 -1.980 0.942
C -0.7385 0.1688 -0.5161 -1.591 1.135 -0.226
C 0.0896 1.4281 -0.4020 0.774 2.155 -0.617
Co -1.3052 -4.1743 -0.6512 -1.000 -2.276 -0.140
H -1.4575 0.0536 0.3067 0.216 -0.096 -0.039
H -1.3133 0.2081 -1.4501 0.122 0.045 0.250
H 0.5052 1.6661 -1.3898 0.175 -0.194 0.228
H 1.8618 2.3446 0.5759 -0.180 -0.232 0.101
C 0.6839 1.2701 1.9216 1.096 0.643 0.823
C 1.2720 1.4125 0.5811 -0.326 -1.192 0.582
O 0.3273 1.2406 2.9789 -0.115 -0.197 -0.857
H -0.3698 2.4189 -0.1122 -0.837 -1.480 -0.619
H 1.9266 0.5320 0.4668 0.037 0.290 0.062